1.
Molecular formula: C21H36FeP2S
Method: DFT, ωB97M-V with the def2-TZVPD basis set

Cartesian coordinates (Å):
P: -1.032 0.582 -1.518
P: 0.095 -1.720 -2.588
C: -0.550 0.692 -3.383
C: -0.683 -0.730 -3.894
H: 0.483 1.078 -3.431
H: -1.189 1.400 -3.930
H: -1.755 -0.962 -3.973
H: -0.224 -0.932 -4.871
C: 1.854 -1.346 -2.374
H: 2.314 -2.137 -1.765
H: 2.032 -0.390 -1.851
H: 2.344 -1.318 -3.349
C: -0.388 -3.414 -2.786
H: -0.101 -3.769 -3.777
H: -1.483 -3.503 -2.660
H: 0.120 -4.010 -2.013
C: -0.578 2.487 -1.775
H: -0.857 3.211 -1.005
H: -1.128 2.833 -2.670
H: 0.474 2.659 -2.046
C: -2.798 1.149 -1.556
H: -3.441 0.299 -1.784
H: -2.926 1.915 -2.331
H: -3.121 1.588 -0.599
Fe: -0.871 -1.362 -0.898
C: 1.884 2.780 -0.147
C: 2.178 4.082 0.081
C: 2.274 4.655 1.464
C: 1.093 4.416 2.448
C: -0.276 4.357 1.855
C: -0.772 3.235 1.355
C: -0.042 1.888 1.431
C: 1.426 1.799 0.900
C: -2.194 -2.392 0.314
H: 1.972 2.398 -1.173
H: 2.540 4.735 -0.716
H: 2.427 5.743 1.396
H: 3.159 4.225 1.977
H: 1.265 3.464 2.966
H: 1.121 5.198 3.224
H: -0.829 5.301 1.860
H: -1.768 3.216 0.912
H: -0.659 1.163 0.864
H: 0.017 1.527 2.473
H: 2.123 1.829 1.760
H: 1.553 0.812 0.408
H: -1.874 -3.322 0.843
H: -2.880 -2.594 -0.537
H: -2.710 -1.727 1.028
S: 0.514 -2.974 0.279
C: 0.405 -3.826 1.722
C: -0.312 -5.032 1.939
C: -0.656 -5.375 3.245
C: -0.162 -4.638 4.329
C: 0.784 -3.628 4.104
C: 1.150 -3.279 2.808
H: -0.617 -5.651 1.093
H: -1.387 -6.166 3.413
H: -0.444 -4.909 5.354
H: 1.180 -3.063 4.940
H: 1.923 -2.546 2.613

Summary:
HOMO level (alpha / beta) = -6.2 / -7.1 eV
spin multiplicity = 5
total charge = 0
E_LUMO (alpha / beta) = 0.532 / -0.829 eV
electronic energy = -3166.09076 a.u.
expectation value of S² = 6.04

=====

2.
Molecular formula: C6H13NO4P
Method: DFT, ωB97M-V with the def2-TZVPD basis set

Cartesian coordinates (Å):
C: 1.251 -1.268 0.118
C: 1.586 -1.284 1.601
C: -1.346 1.124 -2.019
C: 0.287 1.974 0.883
C: -0.135 0.270 -1.504
C: -0.651 0.744 0.891
N: -0.302 -0.274 -0.121
O: -1.848 -2.224 -1.214
O: 0.534 -2.428 -0.295
O: 2.136 -0.750 -0.697
O: -1.353 -2.241 1.347
P: -1.023 -1.887 -0.066
H: 0.913 -1.996 2.123
H: 1.436 -0.335 2.188
H: 2.670 -1.442 1.823
H: -2.228 0.495 -2.397
H: -1.434 1.773 -1.104
H: -1.101 1.741 -2.947
H: 1.156 1.734 0.218
H: -0.104 2.837 0.319
H: 0.783 2.127 1.835
H: 0.906 0.758 -1.619
H: 0.009 -0.634 -2.017
H: -1.681 1.027 0.848
H: -0.461 0.161 1.807

Summary:
HOMO level (alpha / beta) = 0.2 / -5.5 eV
spin multiplicity = 3
total charge = -1
E_LUMO (alpha / beta) = 3.486 / 1.256 eV
electronic energy = -933.41022 a.u.
expectation value of S² = 2.01

=====

3.
Molecular formula: C23H36N2O3
Method: DFT, ωB97M-V with the def2-TZVPD basis set

Cartesian coordinates (Å):
C: -1.679 -1.760 -1.949
C: -3.190 -1.572 -2.002
H: -3.474 -1.168 -2.975
H: -3.679 -2.540 -1.890
C: -3.679 -0.592 -0.921
N: -3.345 -1.058 0.410
C: -2.357 -0.550 1.182
O: -2.018 -1.068 2.233
C: -1.693 0.703 0.703
C: -2.365 1.916 0.667
C: -1.678 3.059 0.311
C: -0.327 3.032 -0.024
C: 0.358 1.801 0.005
C: -0.341 0.664 0.390
H: 0.158 -0.289 0.442
O: 1.671 1.788 -0.379
C: 2.451 0.613 -0.233
C: 3.741 0.835 -1.019
C: 4.544 -0.470 -1.052
N: 4.245 -1.278 0.118
C: 4.126 -0.456 1.304
C: 2.810 0.334 1.233
H: 2.010 -0.224 1.719
H: 2.918 1.287 1.754
H: 4.977 0.238 1.408
H: 4.117 -1.100 2.185
C: 5.039 -2.486 0.279
C: 6.543 -2.256 0.489
H: 6.715 -1.567 1.313
H: 7.006 -1.852 -0.409
H: 7.027 -3.200 0.725
C: 4.808 -3.438 -0.895
H: 5.190 -4.425 -0.648
H: 5.319 -3.090 -1.790
H: 3.745 -3.517 -1.104
H: 4.642 -2.970 1.181
H: 5.616 -0.222 -1.129
H: 4.264 -1.048 -1.935
H: 4.305 1.634 -0.537
H: 3.505 1.160 -2.033
H: 1.928 -0.247 -0.670
O: 0.184 4.247 -0.379
C: 1.574 4.478 -0.382
H: 2.032 4.182 0.565
H: 2.074 3.957 -1.201
H: 1.682 5.555 -0.514
H: -2.173 4.017 0.284
H: -3.409 1.972 0.934
C: -4.085 -2.209 0.889
C: -5.583 -1.918 0.869
C: -6.012 -1.523 -0.541
C: -5.188 -0.326 -1.008
H: -5.448 -0.062 -2.034
H: -5.423 0.531 -0.372
H: -7.073 -1.265 -0.554
H: -5.868 -2.365 -1.219
H: -6.129 -2.801 1.204
H: -5.799 -1.100 1.559
H: -3.738 -2.411 1.904
H: -3.865 -3.084 0.268
H: -3.151 0.353 -1.084
H: -1.354 -2.447 -2.726
H: -1.377 -2.164 -0.985
H: -1.172 -0.807 -2.094

Summary:
SMILES = CC[C@H]1CCCCN1C(=O)c1ccc(OC)c(OC2CCN(C(C)C)CC2)c1
HOMO level = -8.0 eV
total charge = 0
E_LUMO = 0.787 eV
electronic energy = -1233.23738 a.u.